A molecular structure, C50H38CuN5O4S2. Source: the OMol25 dataset; level of theory: ωB97M-V/def2-TZVPD.

CARTESIAN COORDINATES (ANGSTROEM)
1 Cu -0.4306 -0.0029 -1.0370
2 C 7.6154 -0.0186 -3.7158
3 C 6.2623 -0.0460 -3.0675
4 C 6.1401 -0.0290 -1.6775
5 C 4.9024 -0.0799 -1.0649
6 C 3.7685 -0.1496 -1.8658
7 C 3.8553 -0.1785 -3.2456
8 C 5.1076 -0.1209 -3.8397
9 S 2.1925 -0.2309 -1.0578
10 O 2.3226 -1.1830 0.0770
11 C 2.0586 1.4582 -0.4614
12 C 2.1089 2.4398 -1.4846
13 C 1.8944 3.7454 -1.1774
14 C 1.5608 4.1295 0.1503
15 C 1.2875 5.4805 0.4713
16 C 0.9458 5.8361 1.7432
17 C 0.8595 4.8515 2.7501
18 C 1.1287 3.5433 2.4697
19 C 1.4928 3.1454 1.1590
20 C 1.7883 1.7758 0.8391
21 C 1.8581 0.8159 1.9847
22 C 3.0195 0.8702 2.8121
23 C 4.1458 1.6694 2.4763
24 C 5.2505 1.6855 3.2747
25 C 5.2913 0.9129 4.4575
26 C 4.2244 0.1411 4.8066
27 C 3.0647 0.0986 3.9927
28 C 1.9504 -0.7021 4.3481
29 C 0.8591 -0.7700 3.5399
30 C 0.8314 -0.0189 2.3418
31 S -0.5565 -0.1639 1.2488
32 O -1.6809 0.7081 1.6704
33 C -1.0326 -1.8582 1.5272
34 C -2.3504 -2.0703 1.8977
35 C -2.8032 -3.3768 2.0411
36 C -1.9578 -4.4570 1.8203
37 C -2.4445 -5.8651 2.0105
38 C -0.6355 -4.2044 1.4491
39 C -0.1617 -2.9149 1.2966
40 H 8.3594 0.4294 -3.0593
41 H 7.5970 0.5448 -4.6476
42 H 7.9473 -1.0314 -3.9502
43 H 7.0333 0.0252 -1.0682
44 H 4.8117 -0.0824 0.0129
45 H 2.9633 -0.2532 -3.8538
46 H 5.1877 -0.1416 -4.9185
47 H 2.3377 2.1500 -2.5016
48 H 1.9600 4.5050 -1.9454
49 H 1.3571 6.2250 -0.3109
50 H 0.7412 6.8698 1.9836
51 H 0.5744 5.1356 3.7533
52 H 1.0511 2.8018 3.2523
53 H 4.1260 2.2685 1.5758
54 H 6.1008 2.2965 3.0052
55 H 6.1716 0.9390 5.0844
56 H 4.2455 -0.4534 5.7100
57 H 1.9841 -1.2681 5.2693
58 H 0.0190 -1.3954 3.8041
59 H -3.0000 -1.2259 2.0771
60 H -3.8304 -3.5495 2.3401
61 H -3.5166 -5.9443 1.8294
62 H -2.2691 -6.2015 3.0330
63 H -1.9313 -6.5600 1.3465
64 H 0.0360 -5.0364 1.2781
65 H 0.8614 -2.7279 0.9989
66 O -6.2537 3.6506 -1.6462
67 C -5.0058 4.2771 -1.8260
68 C -3.9184 3.2441 -1.7141
69 C -2.5756 3.6092 -1.8002
70 C -1.6177 2.6296 -1.7060
71 N -1.9085 1.3326 -1.5174
72 C -3.1858 0.9955 -1.4321
73 C -4.2243 1.9090 -1.5329
74 C -2.8596 -1.5736 -1.5965
75 C -3.6225 -2.7247 -1.7507
76 C -2.9801 -3.9052 -2.0696
77 C -3.7585 -5.1894 -2.2156
78 O -5.0126 -5.1532 -1.5815
79 C -1.5999 -3.8825 -2.2719
80 C -0.9349 -2.6877 -2.1373
81 N -1.5490 -1.5463 -1.7854
82 H -6.9556 4.3056 -1.7003
83 H -4.8285 5.0513 -1.0691
84 H -4.9338 4.7522 -2.8130
85 H -2.2744 4.6385 -1.9304
86 H -0.5652 2.8745 -1.7626
87 H -5.2563 1.6098 -1.4852
88 H -4.6918 -2.7212 -1.6181
89 H -3.1422 -6.0254 -1.8666
90 H -3.9568 -5.3568 -3.2776
91 H -4.8844 -5.2096 -0.6283
92 H -1.0489 -4.7805 -2.5118
93 H 0.1355 -2.6249 -2.2804
94 N -3.5302 -0.3772 -1.1564
95 C -4.5172 -0.6011 -0.2478
96 C -5.8409 -0.6601 -0.3499
97 C -6.4821 -0.5602 -1.6367
98 N -6.9236 -0.4915 -2.6927
99 C -6.6497 -0.8994 0.8141
100 N -7.2989 -1.0955 1.7374

Output
ΔE to the lowest compared entry with this formula, charge and spin	48.5	kcal/mol
HOMO-LUMO gap (spin up / spin down)	7.836 / 7.107	eV
charge	+1
spin multiplicity	2



A molecular structure, C50H39Cl2O9P3S2W at a distorted geometry. Source: the OMol25 dataset; level of theory: ωB97M-V/def2-TZVPD.

CARTESIAN COORDINATES (ANGSTROEM)
1 W -0.9889 -0.7930 2.0689
2 Cl -3.1376 -7.4964 3.7426
3 C -2.4827 -6.0843 3.0078
4 C -2.4035 -6.0300 1.6210
5 C -1.9322 -4.8659 1.0185
6 Cl -1.8017 -4.9030 -0.7011
7 C -1.5538 -3.7397 1.7479
8 O -1.2521 -2.5472 1.1834
9 C -1.4722 -3.8924 3.1810
10 C -0.7734 -2.9368 3.9132
11 O -0.1324 -1.9389 3.3167
12 C -2.0146 -5.0563 3.7866
13 H -2.6961 -6.8727 1.0185
14 H -0.6489 -3.0045 4.9922
15 H -2.0323 -5.1272 4.8617
16 O -1.3225 0.2405 3.7179
17 S 0.0469 0.5337 4.2664
18 O 0.3933 -0.1162 5.4853
19 O 0.8974 0.1463 3.0796
20 C 0.0756 2.2620 4.3562
21 C 0.1657 2.9647 5.5503
22 C -0.1042 4.3143 5.5651
23 C -0.5119 4.9504 4.3781
24 C -0.6141 4.2480 3.1958
25 C -0.3377 2.8770 3.1451
26 P -0.2923 1.8683 1.6166
27 C 1.3374 2.5444 1.0649
28 C 1.4501 3.8475 0.5729
29 C 2.6883 4.3937 0.3014
30 C 3.8477 3.6790 0.5562
31 C 3.7527 2.3949 1.0684
32 C 2.5128 1.8296 1.3089
33 C -1.4338 2.7786 0.5153
34 C -2.6852 3.1791 0.9746
35 C -3.5510 3.8430 0.1226
36 C -3.1945 4.0882 -1.1957
37 C -1.9711 3.6464 -1.6723
38 C -1.1038 2.9823 -0.8216
39 H 0.4465 2.4202 6.4377
40 H -0.0393 4.8761 6.4836
41 H -0.7779 5.9962 4.4054
42 H -0.9423 4.7657 2.3069
43 H 0.5655 4.4354 0.3854
44 H 2.7503 5.3958 -0.0952
45 H 4.8190 4.1083 0.3584
46 H 4.6516 1.8368 1.2905
47 H 2.4563 0.8299 1.7171
48 H -2.9769 2.9508 1.9910
49 H -4.5115 4.1696 0.4922
50 H -3.8710 4.6113 -1.8554
51 H -1.6892 3.8081 -2.7039
52 H -0.1547 2.6149 -1.1900
53 O -4.6431 -0.8076 1.5308
54 S -3.5259 -0.3380 2.2764
55 O -3.7797 0.7191 3.1966
56 O -2.7470 -1.4783 2.8627
57 O -2.4037 0.1505 1.3095
58 C 0.0073 -0.2805 -2.4243
59 P -0.4936 -0.6004 -0.6260
60 C -2.3079 -0.8200 -1.0968
61 C -2.8785 0.2972 -1.7129
62 C -4.2186 0.3261 -2.0409
63 C -5.0334 -0.7553 -1.7543
64 C -4.4877 -1.8594 -1.1280
65 C -3.1448 -1.8825 -0.7850
66 C 0.6262 -2.0474 -0.4161
67 C 1.4150 -2.0023 0.7570
68 C 2.3301 -2.9956 1.0356
69 C 2.4576 -4.0832 0.1707
70 C 1.6590 -4.1597 -0.9601
71 C 0.7572 -3.1571 -1.2606
72 P 1.5527 0.7355 -2.5121
73 C 1.7023 0.9425 -4.3349
74 C 2.9079 1.4895 -4.7718
75 C 3.1163 1.7755 -6.1059
76 C 2.1186 1.5169 -7.0323
77 C 0.9240 0.9616 -6.6105
78 C 0.7123 0.6729 -5.2723
79 C 2.8254 -0.5776 -2.3368
80 C 2.9507 -1.6273 -3.2379
81 C 3.9743 -2.5418 -3.0876
82 C 4.8769 -2.4161 -2.0440
83 C 4.7515 -1.3752 -1.1422
84 C 3.7269 -0.4599 -1.2890
85 H -0.7675 0.3157 -2.8996
86 H 0.1079 -1.2271 -2.9604
87 H -2.2757 1.1677 -1.9156
88 H -4.6261 1.2007 -2.5252
89 H -6.0853 -0.7279 -1.9998
90 H -5.1032 -2.7118 -0.8837
91 H -2.7647 -2.7508 -0.2826
92 H 1.3495 -1.1129 1.4124
93 H 2.9355 -2.9312 1.9288
94 H 3.1681 -4.8638 0.3887
95 H 1.7321 -5.0168 -1.6129
96 H 0.1346 -3.2478 -2.1368
97 H 3.6844 1.6884 -4.0453
98 H 4.0550 2.2049 -6.4225
99 H 2.2691 1.7584 -8.0742
100 H 0.1457 0.7518 -7.3294
101 H -0.2310 0.2362 -4.9790
102 H 2.2559 -1.7153 -4.0623
103 H 4.0772 -3.3499 -3.7971
104 H 5.6879 -3.1214 -1.9527
105 H 5.4578 -1.2654 -0.3347
106 H 3.6147 0.3693 -0.6082

Output
ΔE to the lowest compared entry with this formula, charge and spin	112.3	kcal/mol
HOMO-LUMO gap (spin up / spin down)	5.287 / 7.322	eV
spin multiplicity	3



6 unconnected molecules or ions with the total composition C50H39ClN6O13 at a distorted geometry. Source: the OMol25 dataset; level of theory: ωB97M-V/def2-TZVPD.

CARTESIAN COORDINATES (ANGSTROEM)
1 C 8.6196 2.2960 -1.7164
2 C 8.2441 3.5831 -2.0979
3 C 6.7188 3.8093 -2.3330
4 C 5.7797 3.8726 -1.1862
5 C 4.3267 4.0519 -1.3289
6 C 3.7945 4.1510 -2.6937
7 C 4.7120 4.1156 -3.8661
8 C 6.1776 3.9485 -3.6993
9 C 4.0457 4.2262 -5.2891
10 O 4.5317 4.8705 -6.1868
11 C 2.6803 3.4429 -5.4032
12 C 2.3990 2.7133 -6.6462
13 C 1.1247 1.9555 -6.6738
14 C 0.2108 1.9644 -5.4963
15 N -1.0006 1.1346 -5.6265
16 C -0.6495 -0.0321 -5.3661
17 O -0.3729 -1.0647 -4.9171
18 C 0.4727 2.6996 -4.2534
19 C -0.3788 2.7525 -2.9552
20 C -1.8653 2.2530 -3.0139
21 C -2.4008 2.2107 -1.5100
22 Cl -2.6950 3.8902 -0.8799
23 C 1.7615 3.4642 -4.2327
24 C 2.2592 4.3039 -3.0235
25 O 1.6026 5.0762 -2.3620
26 H 9.1852 2.0484 -0.7810
27 H 8.2905 1.4477 -2.3738
28 H 9.0067 4.3901 -2.2287
29 H 6.2490 3.7820 -0.1727
30 H 3.6225 4.1142 -0.4677
31 H 6.8010 3.9062 -4.6220
32 H 3.0831 2.6672 -7.5241
33 H 0.8697 1.3765 -7.5977
34 H -0.4105 3.8356 -2.6234
35 H 0.1704 2.2148 -2.1247
36 H -2.5456 2.8169 -3.7005
37 H -1.8379 1.1633 -3.3242
38 H -1.6129 1.7133 -0.8751
39 H -3.3077 1.5508 -1.4719
40 C -0.9346 0.1110 4.9971
41 C -2.2345 -0.3779 4.9538
42 C -2.8807 -0.5276 3.7352
43 C -2.2130 -0.1885 2.5652
44 C -0.9165 0.3079 2.5993
45 C -0.2778 0.4575 3.8227
46 N -2.8838 -0.3690 1.2744
47 O -4.0270 -0.7883 1.2820
48 O -2.2574 -0.0921 0.2630
49 H -0.4309 0.2219 5.9507
50 H -2.7434 -0.6450 5.8722
51 H -3.8937 -0.9094 3.7128
52 H -0.3946 0.5779 1.6899
53 H 0.7346 0.8413 3.8611
54 C -7.6619 2.6272 7.2355
55 C -7.0742 3.0435 8.4247
56 C -5.6914 3.0810 8.5419
57 C -4.9071 2.7035 7.4595
58 C -5.4852 2.2790 6.2695
59 C -6.8687 2.2414 6.1611
60 N -3.4465 2.7652 7.5699
61 O -2.9710 3.1238 8.6332
62 O -2.7902 2.4571 6.5887
63 H -8.7395 2.6006 7.1416
64 H -7.6961 3.3423 9.2605
65 H -5.2440 3.4069 9.4725
66 H -4.8764 1.9794 5.4252
67 H -7.3311 1.9145 5.2373
68 C 1.9004 -3.2304 -3.3649
69 C 2.5121 -2.8412 -2.1792
70 C 3.8969 -2.8126 -2.0884
71 C 4.6580 -3.1716 -3.1935
72 C 4.0552 -3.5689 -4.3802
73 C 2.6698 -3.5977 -4.4624
74 N 6.1207 -3.1187 -3.1100
75 O 6.6182 -2.7842 -2.0484
76 O 6.7572 -3.4093 -4.1091
77 H 0.8185 -3.2461 -3.4344
78 H 1.9081 -2.5569 -1.3257
79 H 4.3638 -2.5079 -1.1603
80 H 4.6459 -3.8540 -5.2418
81 H 2.1885 -3.9030 -5.3838
82 C 8.2700 -6.0707 -4.4451
83 C 7.7052 -7.3239 -4.6492
84 C 7.8690 -7.9702 -5.8671
85 C 8.6039 -7.3529 -6.8706
86 C 9.1656 -6.0969 -6.6775
87 C 8.9952 -5.4559 -5.4582
88 N 8.8003 -8.0430 -8.1499
89 O 8.2776 -9.1354 -8.2917
90 O 9.4777 -7.4868 -8.9968
91 H 8.1451 -5.5708 -3.4915
92 H 7.1390 -7.7989 -3.8567
93 H 7.4251 -8.9464 -6.0162
94 H 9.7350 -5.6108 -7.4595
95 H 9.4308 -4.4776 -5.2951
96 C -12.5010 -1.9882 8.9669
97 C -12.6161 -0.7234 9.5314
98 C -12.0207 0.3688 8.9162
99 C -11.3163 0.1824 7.7336
100 C -11.1897 -1.0790 7.1663
101 C -11.7856 -2.1669 7.7887
102 N -10.7073 1.3367 7.0679
103 O -10.8223 2.4297 7.6046
104 O -10.1237 1.1425 6.0135
105 H -12.9720 -2.8388 9.4470
106 H -13.1735 -0.5888 10.4507
107 H -12.1163 1.3499 9.3640
108 H -10.6373 -1.2283 6.2471
109 H -11.6960 -3.1550 7.3538

Output
HOMO-LUMO gap	7.760	eV



A molecular structure, C50H40Cl2N5OP2RuS2 at a distorted geometry. Source: the OMol25 dataset; level of theory: ωB97M-V/def2-TZVPD.

CARTESIAN COORDINATES (ANGSTROEM)
1 Ru -0.1595 0.4310 -0.0186
2 O -1.7702 -3.9660 -0.6187
3 S -1.5146 -2.7000 0.0891
4 C -3.0861 -2.2677 0.8871
5 C -4.1226 -3.1775 0.7707
6 C -5.3486 -2.9065 1.3507
7 C -5.5438 -1.7013 2.0092
8 C -4.5225 -0.7693 2.0829
9 C -3.2705 -1.0342 1.5257
10 P -1.8953 0.1725 1.7018
11 C -2.8325 1.7101 2.0287
12 C -3.6026 2.2164 0.9815
13 C -4.2826 3.4121 1.1301
14 C -4.1864 4.1290 2.3152
15 C -3.4205 3.6332 3.3596
16 C -2.7514 2.4253 3.2217
17 C -1.3292 -0.2640 3.3923
18 C -0.1522 0.3364 3.8375
19 C 0.3272 0.1010 5.1146
20 C -0.3684 -0.7443 5.9667
21 C -1.5350 -1.3525 5.5294
22 C -2.0131 -1.1218 4.2478
23 C -0.6865 -3.1562 1.6339
24 C -1.2333 -4.2147 2.3459
25 C -0.7291 -4.5585 3.5832
26 C 0.3043 -3.8033 4.1179
27 C 0.8780 -2.7802 3.3887
28 C 0.4369 -2.4558 2.1000
29 P 1.2601 -1.1222 1.0972
30 C 2.6695 -0.6990 2.2100
31 C 3.5382 -1.7082 2.6344
32 C 4.6171 -1.4093 3.4462
33 C 4.8688 -0.0933 3.8150
34 C 4.0453 0.9190 3.3548
35 C 2.9470 0.6157 2.5592
36 C 2.3005 -2.0614 -0.0978
37 C 1.9552 -3.3019 -0.6213
38 C 2.7818 -3.9173 -1.5499
39 C 3.9364 -3.2899 -1.9870
40 C 4.2820 -2.0487 -1.4738
41 C 3.4748 -1.4413 -0.5287
42 H -3.9460 -4.0829 0.2032
43 H -6.1532 -3.6260 1.2837
44 H -6.5026 -1.4858 2.4620
45 H -4.6992 0.1733 2.5840
46 H -3.6693 1.6720 0.0478
47 H -4.8816 3.7951 0.3148
48 H -4.6995 5.0763 2.4171
49 H -3.3316 4.1883 4.2849
50 H -2.1624 2.0463 4.0476
51 H 0.3852 0.9973 3.1712
52 H 1.2445 0.5735 5.4436
53 H 0.0061 -0.9368 6.9636
54 H -2.0849 -2.0110 6.1894
55 H -2.9144 -1.6189 3.9173
56 H -2.0498 -4.7728 1.9059
57 H -1.1457 -5.3890 4.1375
58 H 0.6712 -4.0148 5.1140
59 H 1.6668 -2.2059 3.8470
60 H 3.3690 -2.7301 2.3206
61 H 5.2671 -2.2058 3.7842
62 H 5.7242 0.1334 4.4377
63 H 4.2512 1.9519 3.6052
64 H 2.3115 1.4080 2.1876
65 H 1.0370 -3.7891 -0.3191
66 H 2.5158 -4.8924 -1.9364
67 H 4.5569 -3.7611 -2.7378
68 H 5.1829 -1.5500 -1.8068
69 H 3.7554 -0.4762 -0.1262
70 C 3.2396 2.8886 -1.9532
71 C 2.2240 2.2820 -1.0280
72 N 1.6758 1.1237 -1.2885
73 N 2.0762 0.5405 -2.4139
74 C 1.3756 -0.4277 -2.9135
75 N 1.8430 -1.0315 -4.0440
76 S -0.0959 -1.0447 -2.2540
77 C 1.7432 3.0190 0.1002
78 C 2.1605 4.3406 0.3509
79 C 1.5898 5.0697 1.3638
80 C 0.5898 4.4787 2.1341
81 C 0.2396 3.1777 1.8405
82 N 0.8060 2.4445 0.8888
83 H 3.5628 2.1381 -2.6651
84 H 4.1060 3.2601 -1.4039
85 H 2.7950 3.7230 -2.5006
86 H 2.4476 -0.4769 -4.6301
87 H 1.1764 -1.6106 -4.5262
88 H 2.9140 4.7789 -0.2867
89 H 1.8904 6.0906 1.5590
90 H 0.1027 5.0078 2.9396
91 H -0.5407 2.6981 2.4117
92 Cl -3.5776 -0.0698 -1.8201
93 C -3.0262 1.3655 -2.5953
94 C -3.7179 1.8334 -3.6879
95 C -3.3528 3.0304 -4.2886
96 C -2.3023 3.7686 -3.7618
97 C -1.6064 3.3078 -2.6700
98 Cl -0.3150 4.2460 -2.0032
99 C -1.8844 2.0505 -2.0331
100 N -1.1401 1.6598 -1.0276
101 H -4.5556 1.2618 -4.0634
102 H -3.8883 3.3978 -5.1522
103 H -2.0317 4.7155 -4.2091

Output
ΔE to the lowest compared entry with this formula, charge and spin	17.6	kcal/mol
HOMO-LUMO gap (spin up / spin down)	5.864 / 5.645	eV
spin multiplicity	2